62
Properties=species:S:1:pos:R:3:lowdin_charge:R:1 method="wB97M-V/def2-TZVPD" gap_ev="3.12 / 2.38" multiplicity=2 lumo_ev="-10.45 / -11.19" homo_ev="-13.57 / -13.57" largest_force_ev_per_a=5.79 total_charge=+2 total_energy_ha=-1509.03068
Be 26.6296 -16.2325 -28.2612 1.278
O 28.1927 -12.1887 -27.5332 0.148
C 27.8240 -13.4442 -27.8080 -0.831
O 27.6718 -13.8910 -28.9310 -0.001
O 27.6297 -14.2183 -26.8571 0.018
H 28.1290 -12.2818 -26.5799 0.116
C 25.0215 -17.6670 -25.3324 -0.091
O 25.0218 -16.7078 -26.3359 -0.221
C 24.1201 -15.6330 -26.0917 -0.145
C 23.5758 -14.9993 -27.3992 -0.146
O 24.6928 -14.7441 -28.2100 -0.234
C 24.5072 -13.8901 -29.3646 -0.066
H 25.7583 -18.4551 -25.4874 0.102
H 24.0595 -18.1443 -25.1454 0.112
H 25.3849 -17.2525 -24.3920 0.111
H 24.6587 -14.9011 -25.4899 0.145
H 23.2487 -15.9701 -25.5304 0.143
H 23.0389 -14.0842 -27.1493 0.150
H 22.9778 -15.7290 -27.9452 0.141
H 23.8439 -14.3200 -30.1151 0.091
H 25.4662 -13.7487 -29.8630 0.053
H 24.1610 -12.8768 -29.1606 0.111
C 29.6387 -12.7112 -35.2107 0.030
O 28.5111 -13.2151 -34.5409 0.115
C 28.2340 -12.4026 -33.4284 -0.091
C 27.1401 -13.1094 -32.6270 -0.167
O 25.9011 -12.9427 -33.3326 -0.128
C 24.8568 -13.6975 -32.7261 -0.071
H 29.4023 -11.6960 -35.5295 0.146
H 29.7009 -13.2387 -36.1625 0.128
H 30.5931 -12.7864 -34.6897 0.150
H 27.9126 -11.4441 -33.8360 0.173
H 29.1474 -12.2512 -32.8531 0.174
H 27.2473 -12.7872 -31.5913 0.114
H 27.4246 -14.1572 -32.5301 0.135
H 25.1801 -14.7197 -32.5293 0.098
H 24.0771 -13.8096 -33.4795 0.110
H 24.4331 -13.2108 -31.8476 0.069
O 27.9780 -9.8280 -22.8022 0.099
C 27.2498 -9.6736 -23.7920 -0.453
O 26.9834 -10.6895 -24.6344 0.012
C 26.1782 -10.2464 -25.7410 -0.139
C 25.7109 -8.7717 -25.3708 -0.127
C 26.6999 -8.3492 -24.2849 -0.072
H 25.2588 -10.8319 -25.7342 0.115
H 26.7153 -10.2822 -26.6888 0.090
H 24.7525 -8.8175 -24.8536 0.113
H 25.6686 -8.1262 -26.2481 0.109
H 26.2933 -7.8182 -23.4243 0.136
H 27.5470 -7.8497 -24.7551 0.135
O 28.1903 -8.2158 -32.6884 0.095
C 27.5774 -8.9348 -31.8692 -0.439
O 28.2385 -9.4174 -30.7639 0.035
C 27.4001 -10.0589 -29.8393 -0.144
C 26.0972 -10.2146 -30.6409 -0.151
C 26.2104 -9.3803 -31.8779 -0.091
H 27.1769 -9.4970 -28.9324 0.125
H 27.7050 -11.0896 -29.6578 0.099
H 25.2990 -9.8990 -29.9690 0.118
H 25.7564 -11.1988 -30.9624 0.081
H 25.5070 -8.5504 -31.9450 0.151
H 25.9939 -9.9188 -32.8004 0.129